1.
51
Properties=species:S:1:pos:R:3 method="wB97M-V/def2-TZVPD" relative_energy_ev=0.533 e_tot_ha=-2923.96203 lumo_ha="-0.3230 / -0.3248" charge=+2 s2=0.973 multiplicity=2 orbital_gap_ev="5.988 / 5.928"
W -0.1776 -1.1707 -1.4329
C 1.4803 -0.4761 4.5834
C 2.1807 0.4621 3.6147
N 2.3614 -0.1678 2.2811
C 3.6399 -0.8968 2.1067
C 4.7418 -0.0015 1.5596
C 1.4414 -0.0532 1.3561
S 1.8853 -0.7031 -0.2422
N 0.3321 0.6357 1.6763
C -0.7531 0.6964 0.9827
O -0.9401 -0.0156 -0.1198
C -1.8748 1.5351 1.3835
C -3.0232 1.6020 0.5876
C -4.0803 2.4052 0.9700
C -3.9978 3.1382 2.1488
C -2.8619 3.0691 2.9469
C -1.8003 2.2702 2.5690
H 1.4186 -0.0037 5.5632
H 2.0261 -1.4139 4.6982
H 0.4670 -0.6959 4.2432
H 3.1803 0.7146 3.9627
H 1.6200 1.3801 3.4856
H 3.4726 -1.7606 1.4702
H 3.9068 -1.2655 3.0948
H 4.5062 0.3542 0.5551
H 5.6719 -0.5670 1.5102
H 4.9050 0.8633 2.2040
H -3.0820 1.0221 -0.3229
H -4.9720 2.4612 0.3596
H -4.8271 3.7658 2.4489
H -2.8091 3.6385 3.8654
H -0.9109 2.2057 3.1810
S 1.6079 -1.9446 -2.8531
C 1.0132 -3.0640 -3.9719
C 1.9567 -3.6515 -4.8755
N 2.7232 -4.1211 -5.5925
C -0.3252 -3.3821 -4.0077
S -1.4155 -2.6728 -2.9311
C -0.8667 -4.3140 -4.9515
N -1.3155 -5.0451 -5.7175
N -3.3879 1.3168 -3.9661
N -2.0758 1.2348 -3.6376
N -1.1790 2.0489 -4.1452
C -0.0708 1.6864 -3.4992
N -0.3296 0.6857 -2.6651
N -1.6221 0.4139 -2.7526
H -3.5193 1.8583 -4.8080
H -3.8670 0.4327 -3.8938
H 0.8962 2.1344 -3.6578
S -0.8030 -3.8919 0.7812
C -0.5468 -2.7527 -0.1459

2.
40
Properties=species:S:1:pos:R:3 method="wB97M-V/def2-TZVPD" relative_energy_ev=0.000 e_tot_ha=-1011.87423 lumo_ha=-0.3682 charge=+2 orbital_gap_ev=6.127
Rh -0.2889 -1.4998 0.9357
C -3.6631 -1.8727 -2.2827
C -2.1793 -1.6753 -1.9233
C -1.3058 -2.7941 -2.4886
C -2.1025 -1.5619 -0.4302
C -2.0523 -2.7131 0.4226
C -2.0084 -2.6243 1.8307
C -1.9340 -1.3738 2.4740
C -1.7636 -1.2539 3.9494
C -1.8929 -0.2256 1.6316
C -2.0124 -0.3137 0.2161
H -3.7593 -1.9182 -3.3664
H -4.2869 -1.0544 -1.9226
H -4.0450 -2.8104 -1.8738
H -1.8412 -0.7211 -2.3339
H -1.6792 -3.7841 -2.2211
H -0.2657 -2.7024 -2.1692
H -1.3192 -2.7370 -3.5755
H -1.9783 -3.6929 -0.0335
H -1.9071 -3.5330 2.4105
H -1.0550 -0.4664 4.2048
H -1.4398 -2.1914 4.3945
H -2.7291 -0.9813 4.3858
H -1.7091 0.7430 2.0820
H -1.9369 0.5883 -0.3790
O 1.3765 -1.9208 2.1362
C 2.1094 -1.4382 1.2263
N 1.3697 -0.9815 0.1428
C 2.2705 -0.3948 -0.8259
O 1.9300 0.0948 -1.8500
C 3.6245 -0.6029 -0.2286
C 4.8507 -0.2687 -0.7480
C 5.9717 -0.5720 0.0289
C 5.8620 -1.1902 1.2775
C 4.6249 -1.5313 1.8010
C 3.5100 -1.2299 1.0268
H 4.9422 0.2121 -1.7123
H 6.9548 -0.3186 -0.3453
H 6.7589 -1.4054 1.8416
H 4.5317 -2.0138 2.7643

3.
42
Properties=species:S:1:pos:R:3 method="wB97M-V/def2-TZVPD" e_tot_ha=-1162.48525 lumo_ha="-0.0311 / -0.0511" s2=6.085 multiplicity=5 orbital_gap_ev="6.593 / 6.419"
C -2.2437 0.1419 1.4406
C -1.1972 -0.1155 2.3466
C -0.2136 0.9330 2.2095
H -0.8921 -0.9512 2.9177
C -0.7094 1.8649 1.2102
C -1.9164 1.3084 0.6599
H -2.5694 1.7579 -0.0953
H -3.0896 -0.3788 1.0872
H 0.6985 1.0557 2.8142
H -0.3679 2.8975 1.0710
C 1.5406 -1.7761 -0.5166
C 0.6275 -2.6033 0.1825
C -0.7290 -2.4425 -0.4410
H 0.7548 -2.7783 1.2330
C -0.4814 -1.6034 -1.6683
C 0.8932 -1.2737 -1.7402
H 1.4238 -0.8592 -2.6234
H 2.6168 -1.6628 -0.2881
H -1.5498 -3.1823 -0.5871
H -1.2578 -1.4704 -2.4238
Rh 0.0710 0.0904 -0.0366
O 1.7313 0.9824 -0.3476
C 2.1245 2.2674 0.1000
C 1.7201 3.2965 -0.8881
H 1.7506 2.5461 1.1099
H 3.2176 2.1338 0.1056
H 0.7061 3.6988 -0.7811
H 1.8979 5.7658 -1.7284
C 2.5115 5.0835 -2.3292
C 2.5061 3.6950 -1.9644
C 3.3425 2.8012 -2.7322
H 3.3160 1.7306 -2.4888
C 4.1182 3.2919 -3.7748
H 4.7373 2.6022 -4.3568
C 4.1243 4.6647 -4.0875
H 4.7499 5.0407 -4.9031
C 3.3213 5.5544 -3.3501
H 3.3269 6.6221 -3.5825
O -1.3443 -3.3756 2.2791
N -2.1008 -2.5617 1.7405
O -3.2301 -2.6536 1.3690
O -1.2287 -1.4748 0.5496

4.
45
Properties=species:S:1:pos:R:3 method="wB97M-V/def2-TZVPD" e_tot_ha=-1218.29611 lumo_ha="-0.0029 / -0.0641" orbital_gap_ev="7.952 / 5.059"
H 2.5542 -2.1126 0.4202
N 0.7698 -1.9245 -0.7485
B -0.7857 -1.6998 -2.8587
N 0.5210 -2.1033 -2.0937
C 1.5579 -2.7638 -2.6539
Cd -0.5450 -2.6668 0.9780
H 1.5070 -3.1124 -3.6861
C 2.5586 -2.8802 -1.6873
H 3.5130 -3.3650 -1.8160
C 2.0667 -2.2781 -0.5336
H -0.9171 -2.4282 -3.8142
C -0.4954 1.7456 0.5931
H -1.1389 2.3940 1.1897
H -1.0543 0.7904 0.5610
H -0.4808 2.0761 -0.4310
N -0.6702 -0.2484 -3.4608
N -1.9924 -1.9529 -1.8984
N -0.2127 0.7866 -2.6756
N -1.9944 -1.7900 -0.5326
C -0.8989 0.1963 -4.7353
C -3.1722 -2.4917 -2.2587
H -1.2470 -0.4664 -5.5036
H -3.3363 -2.7931 -3.2845
C -0.5734 1.5513 -4.7798
C -3.9908 -2.5866 -1.1376
C -0.1558 1.8774 -3.4649
C -3.2554 -2.0770 -0.0718
H -0.6345 2.2145 -5.6215
H -4.9938 -2.9926 -1.0986
H 0.1720 2.8556 -3.1225
H -3.5469 -1.9370 0.9657
H 1.5922 1.6420 0.3713
C 0.8600 1.5037 1.1274
C 0.9882 1.1782 2.3903
C 1.4638 1.5272 3.6011
C 2.4167 2.6062 3.7692
C 2.4203 3.3723 4.9227
C 1.5943 2.9986 6.0154
C 0.7891 1.8284 5.9532
C 0.7973 1.0515 4.7922
H 2.9993 2.8882 2.8919
H 3.0460 4.2706 4.9994
H 1.5916 3.6032 6.9138
H 0.1529 1.5494 6.8156
H 0.1598 0.1630 4.6984